{
  "formula": "C5H9NO",
  "method": "ωB97M-V/def2-TZVPD",
  "elements": ["H", "N", "C", "C", "C", "C", "C", "O", "H", "H", "H", "H", "H", "H", "H", "H"],
  "positions_angstrom": [[2.57892, 1.57293, 0.72462], [2.45753, 0.56104, 0.64270], [1.39603, 0.32263, 0.00207], [0.87395, -1.06180, -0.24424], [-0.53425, -1.16506, 0.35239], [-1.43507, -0.05806, -0.20802], [-0.76256, 1.31768, -0.19020], [0.62427, 1.31460, -0.54965], [0.84304, -1.22838, -1.32925], [1.55776, -1.78966, 0.19540], [-0.46280, -1.09991, 1.44658], [-0.96479, -2.14354, 0.12318], [-1.72622, -0.31183, -1.23243], [-2.36341, 0.00675, 0.37368], [-0.85240, 1.77061, 0.80579], [-1.22999, 1.99200, -0.91263]],
  "mulliken_charge": [0.277, -0.707, 0.459, -0.400, -0.659, -0.474, -0.467, -0.400, 0.288, 0.276, 0.313, 0.313, 0.295, 0.299, 0.310, 0.277],
  "total_energy_ha": -325.9039,
  "relative_energy_ev": 0.916,
  "total_charge": 0,
  "gap_ev": 10.95,
  "smiles": "[H]/N=C1/CCCCO1",
  "homo_energy_ev": -10.0,
  "multiplicity": 1
}



{
  "formula": "C6H6O2",
  "method": "ωB97M-V/def2-TZVPD",
  "elements": ["C", "C", "C", "C", "C", "C", "H", "H", "H", "H", "H", "H", "O", "O"],
  "positions_angstrom": [[1.07533, -1.50149, 0.19205], [0.22434, -0.17449, 0.00865], [-1.41092, 0.13550, -1.34534], [-1.79005, -0.01939, -0.04948], [1.01101, 1.08268, 0.44612], [1.14598, 2.22543, 0.94408], [1.93715, -1.99564, -0.75429], [0.29011, -2.59083, 0.44528], [1.66047, -1.19907, 1.22111], [-1.97220, 0.72002, -2.24418], [-2.66913, 0.74096, 0.58014], [1.39245, 3.10623, 1.13262], [-0.05735, -0.01571, -1.32100], [-0.83719, -0.51420, 0.74424]],
  "mulliken_charge": [-1.093, 1.582, -0.054, -0.298, -1.111, -0.252, 0.248, 0.258, 0.276, 0.262, 0.224, 0.597, -0.363, -0.276],
  "total_energy_ha": -382.3987,
  "relative_energy_ev": 7.810,
  "total_charge": 0,
  "gap_ev": 9.32,
  "homo_energy_ev": -8.5,
  "multiplicity": 1
}



{
  "formula": "C12H19Cl3O3Tc",
  "method": "ωB97M-V/def2-TZVPD",
  "elements": ["C", "C", "C", "C", "C", "C", "C", "C", "C", "C", "Tc", "Cl", "Cl", "Cl", "H", "H", "H", "H", "H", "H", "H", "H", "H", "H", "H", "H", "H", "H", "H", "O", "H", "C", "C", "O", "O", "H", "H", "H"],
  "positions_angstrom": [[0.94429, -1.74126, -0.33444], [1.94578, -0.74062, -0.48196], [1.39445, 0.37825, -1.13619], [3.37023, -0.90279, -0.13117], [-0.02329, 0.08803, -1.42062], [-0.29160, -1.24352, -0.85808], [-1.45032, -2.09568, -1.24172], [1.14518, -3.11756, 0.15315], [2.20644, 1.45404, -1.76771], [-0.75662, 0.59478, -2.62483], [-0.70598, 0.58415, 0.52282], [4.07860, 0.96627, 2.29032], [-0.05452, -0.80232, 2.26097], [-0.43417, 2.74970, -0.30922], [3.46704, -1.49234, 0.78845], [3.82630, 0.06702, 0.13908], [3.96433, -1.38607, -0.92925], [2.94634, 1.83833, -1.05332], [1.59702, 2.29844, -2.09926], [2.76265, 1.05496, -2.63343], [-0.44988, 1.61686, -2.87605], [-1.84015, 0.57154, -2.44053], [-0.52136, -0.06161, -3.47689], [-2.34625, -1.48970, -1.41822], [-1.66408, -2.84426, -0.46714], [-1.21941, -2.64674, -2.16440], [1.85812, -3.15277, 0.97768], [1.52942, -3.77225, -0.63925], [0.19598, -3.55656, 0.48526], [-2.47595, 0.19303, 0.28438], [-3.06218, 0.05793, 1.06409], [-3.09790, 2.92400, 3.31128], [-2.52799, 1.61757, 2.77364], [-3.14380, 0.54761, 2.95797], [-1.42109, 1.75515, 2.09358], [-2.95247, 2.91525, 4.39884], [-4.17129, 2.95618, 3.11672], [-2.62189, 3.81697, 2.88545]],
  "mulliken_charge": [0.254, 1.405, 1.642, -1.771, 0.700, 0.984, -2.100, -1.804, -2.013, -2.121, 0.511, -0.891, -0.438, -0.421, 0.434, 0.231, 0.229, 0.440, 0.395, 0.262, 0.326, 0.383, 0.312, 0.312, 0.422, 0.265, 0.368, 0.314, 0.352, -0.670, 0.257, -1.143, 0.913, -0.738, -0.477, 0.276, 0.296, 0.303],
  "total_energy_ha": -2155.8612,
  "relative_energy_ev": 0.000,
  "total_charge": -2,
  "gap_ev": [6.38, 6.70],
  "homo_energy_ev": [-1.1, -1.4],
  "multiplicity": 4
}